Model one:
{"formula": "C4H13N3O2", "method": "ωB97M-V/def2-TZVPD", "species": ["C", "N", "C", "C", "N", "O", "H", "H", "H", "H", "H", "H", "H", "H", "C", "N", "O", "H", "H", "H", "H", "H"], "positions_angstrom": [[-1.36180, 1.44120, -0.82431], [-1.05465, 0.95244, 0.50686], [-2.04925, 0.08462, 1.11630], [0.23158, 0.87030, 0.92556], [1.15233, 1.71079, 0.33598], [0.57427, 0.13771, 1.91920], [-2.44217, 1.53588, -0.91743], [-1.00867, 0.74311, -1.59099], [-0.92749, 2.42930, -0.97984], [-2.99323, 0.62592, 1.19713], [-2.18854, -0.82204, 0.52276], [-1.70622, -0.18961, 2.11035], [1.11710, 1.78716, -0.66800], [2.08567, 1.55005, 0.68189], [2.06718, -1.44048, -0.83645], [0.82681, -1.20512, -0.14350], [-0.24597, -1.90752, -0.78368], [2.85511, -0.90136, -0.30777], [2.01270, -1.07434, -1.86911], [2.35280, -2.50359, -0.87040], [0.82903, -0.97002, 1.08392], [-0.12658, -2.85437, -0.60846]], "lowdin_charge": [-0.05, -0.14, -0.04, -0.56, 0.17, -0.06, 0.09, 0.09, 0.09, 0.09, 0.08, 0.09, 0.09, 0.10, -0.15, -0.24, -0.11, 0.07, 0.07, 0.07, 0.16, 0.08], "smiles": "CN(C)C(N)=O.CNO", "spin_multiplicity": 1, "orbital_gap_ev": 8.7, "homo_ev": -7.8791}



Model two:
{"formula": "C4H13N3O2", "method": "ωB97M-V/def2-TZVPD", "species": ["C", "C", "O", "H", "H", "H", "H", "H", "H", "C", "N", "C", "N", "N", "O", "H", "H", "H", "H", "H", "H", "H"], "positions_angstrom": [[-1.88534, 0.47203, -0.20120], [-2.14358, -0.81620, -0.90268], [-1.87164, 0.47576, 1.16891], [-2.35899, -0.26979, 1.54159], [-2.43382, 1.33895, -0.57126], [-0.61762, 0.96455, -0.57326], [-2.55576, -0.63320, -1.89297], [-1.17759, -1.35474, -1.00695], [-2.87625, -1.41878, -0.36337], [1.50287, -0.93110, 1.15987], [1.12737, -0.32322, -0.09742], [1.03780, 1.13506, -0.30989], [1.38361, -1.06444, -1.27135], [0.90264, 1.83899, 0.90484], [1.82235, 1.58357, -1.16646], [1.40966, -0.43549, -2.07923], [2.33275, -1.43779, -1.24988], [1.41399, 2.70793, 0.93805], [0.22883, 1.44846, 1.54808], [2.49596, -0.60060, 1.48099], [1.50747, -2.01448, 1.03510], [0.75527, -0.66547, 1.90848]], "lowdin_charge": [-0.35, -0.08, -0.06, 0.10, 0.10, 0.16, 0.08, 0.07, 0.08, -0.07, -0.24, -0.57, 0.04, 0.14, 0.01, 0.08, 0.08, 0.11, 0.07, 0.08, 0.08, 0.07], "spin_multiplicity": 1, "orbital_gap_ev": 8.4, "homo_ev": -7.6314}



Model three:
{"formula": "C4H13N3O2", "method": "ωB97M-V/def2-TZVPD", "species": ["C", "C", "O", "H", "H", "H", "H", "H", "H", "C", "N", "C", "N", "N", "O", "H", "H", "H", "H", "H", "H", "H"], "positions_angstrom": [[1.07507, 1.13796, 0.25862], [1.31982, 0.32753, 1.51884], [2.14331, 0.89788, -0.70071], [3.00122, 1.07600, -0.29060], [1.10238, 2.20836, 0.52228], [-0.21454, 1.96882, -1.03549], [2.32473, 0.48687, 1.94395], [0.60649, 0.59679, 2.30254], [1.23512, -0.74706, 1.32767], [-1.17064, -1.98484, -0.01122], [-1.39170, -0.56061, -0.20854], [-0.55549, 0.22175, -0.95273], [-2.14183, 0.07000, 0.81226], [0.13432, -0.37495, -1.97022], [-1.06638, 1.44861, -1.23329], [-1.51247, 0.69989, 1.31465], [-2.84863, 0.64562, 0.36393], [0.88238, 0.23081, -2.30050], [0.48533, -1.29932, -1.76618], [-0.23525, -2.18653, 0.52054], [-1.16126, -2.49574, -0.97584], [-2.01196, -2.36784, 0.56001]], "lowdin_charge": [-0.32, -0.12, -0.14, 0.08, 0.09, 0.12, 0.07, 0.06, 0.05, -0.05, -0.19, -0.52, 0.08, 0.16, 0.01, 0.08, 0.09, 0.10, 0.09, 0.07, 0.08, 0.09], "spin_multiplicity": 1, "orbital_gap_ev": 8.3, "homo_ev": -7.3798}



Question: which arrangement is favored energetically? Ranking from most to least stable: model one, model three, model two.



Model one:
{"formula": "C3H10NO2", "method": "ωB97M-V/def2-TZVPD", "species": ["N", "C", "O", "H", "H", "H", "H", "C", "O", "C", "H", "H", "H", "H", "H", "H"], "positions_angstrom": [[0.70508, -2.51264, -1.60695], [1.12860, -1.96247, -0.29765], [0.37728, -0.95609, 0.19770], [-0.27614, -2.74964, -1.53189], [0.81613, -1.83492, -2.34959], [1.13769, -2.86371, 0.34803], [2.17339, -1.62667, -0.42809], [-1.28003, 1.45455, 0.90825], [-1.58358, 0.45809, -0.02296], [-0.02051, 2.25231, 0.55711], [-2.13411, 2.14915, 0.90266], [-1.13487, 1.04103, 1.92023], [-0.72791, -0.22829, -0.03345], [-0.13263, 2.68603, -0.43877], [0.09291, 3.07956, 1.27301], [0.85869, 1.61369, 0.60237]], "lowdin_charge": [-0.03, -0.53, -0.27, 0.04, 0.03, 0.07, 0.08, -0.41, -0.20, -0.12, 0.09, 0.10, 0.00, 0.06, 0.05, 0.05], "total_charge": -1, "spin_multiplicity": 1, "orbital_gap_ev": 8.0, "homo_ev": -3.5639}



Model two:
{"formula": "C3H10NO2", "method": "ωB97M-V/def2-TZVPD", "species": ["C", "N", "C", "O", "C", "H", "H", "H", "H", "H", "H", "H", "H", "H", "H", "O"], "positions_angstrom": [[0.84792, 0.15960, 0.37347], [0.30125, -0.97111, -0.35694], [-1.03594, -1.38337, 0.18857], [-1.95538, -0.41837, 0.26508], [2.31642, 0.34102, 0.05491], [0.73152, -0.07856, 1.44092], [0.28118, 1.07355, 0.15594], [0.23482, -0.68202, -1.31980], [-1.30659, -2.23678, -0.45820], [-0.77021, -1.72121, 1.21180], [2.92666, -0.51893, 0.32711], [2.46155, 0.45188, -1.01949], [2.74800, 1.20475, 0.55761], [-2.84058, 1.92087, -1.16276], [-2.33392, 0.95987, -0.02290], [-2.60670, 1.89880, -0.23534]], "lowdin_charge": [-0.33, -0.09, -0.50, -0.29, -0.14, 0.11, 0.10, 0.08, 0.08, 0.08, 0.06, 0.05, 0.05, -0.02, -0.08, -0.16], "total_charge": -1, "spin_multiplicity": 1, "orbital_gap_ev": 7.4, "homo_ev": -3.2411}



Question: which arrangement is favored energetically? Ranking from most to least stable: model two, model one.



Model one:
{"formula": "C3H10NO2", "method": "ωB97M-V/def2-TZVPD", "species": ["C", "N", "C", "O", "C", "H", "H", "H", "H", "H", "H", "H", "H", "H", "H", "O"], "positions_angstrom": [[1.05333, -1.13755, -0.38807], [-0.02816, -0.57861, 0.36836], [-1.27441, -0.30394, -0.35957], [-1.23714, 0.97673, -0.90922], [2.33638, -0.31979, -0.14686], [1.18957, -2.20211, -0.14581], [0.86867, -1.09163, -1.47503], [0.16218, 0.32542, 0.78278], [-2.10640, -0.36454, 0.34201], [-1.37850, -1.02760, -1.19546], [2.26617, 0.09654, 0.85323], [2.28751, 0.56667, -0.79324], [3.36514, -0.67189, -0.23017], [-2.82943, 1.49936, 1.69034], [-2.17452, 1.93117, 0.37238], [-2.50038, 2.30177, 1.23430]], "lowdin_charge": [-0.33, -0.10, -0.50, -0.38, -0.12, 0.09, 0.10, 0.08, 0.06, 0.08, 0.05, 0.07, 0.05, 0.01, -0.02, -0.15], "total_charge": -1, "spin_multiplicity": 1, "orbital_gap_ev": 7.0, "homo_ev": -2.8786}



Model two:
{"formula": "C3H10NO2", "method": "ωB97M-V/def2-TZVPD", "species": ["C", "O", "C", "C", "N", "H", "H", "H", "H", "H", "H", "H", "H", "H", "H", "O"], "positions_angstrom": [[0.34138, -0.76315, -0.60887], [-0.91742, -0.43284, -0.25358], [1.45187, -0.04348, 0.29149], [1.43442, -0.74789, 1.67481], [1.03511, 1.36538, 0.46488], [0.59022, -1.83516, -0.52495], [0.58566, -0.34449, -1.62184], [2.46770, -0.15926, -0.08864], [0.39828, -0.65082, 2.01054], [1.97305, -0.12128, 2.39545], [1.78941, -1.77024, 1.63399], [0.02146, 1.23429, 0.39987], [1.19493, 1.75049, -0.47050], [-1.95609, 0.10074, -1.05858], [-3.31139, 1.03484, -0.75149], [-2.90583, 0.46254, -1.40024]], "lowdin_charge": [-0.42, -0.30, -0.45, -0.11, 0.00, 0.08, 0.09, 0.11, 0.06, 0.05, 0.05, 0.05, 0.05, -0.03, -0.03, -0.22], "total_charge": -1, "spin_multiplicity": 1, "orbital_gap_ev": 8.1, "homo_ev": -3.7207}



Model three:
{"formula": "C3H10NO2", "method": "ωB97M-V/def2-TZVPD", "species": ["C", "O", "C", "C", "N", "H", "H", "H", "H", "H", "H", "H", "H", "H", "H", "O"], "positions_angstrom": [[0.04607, 1.09349, 0.20000], [0.85974, 0.03564, 0.64769], [-0.81969, 0.43516, -0.86999], [-1.90176, -0.48820, -0.34962], [0.21511, -0.33288, -1.82179], [-0.69713, 1.62879, 0.84115], [0.38902, 1.90903, -0.31806], [-1.43796, 1.15962, -1.44658], [-1.37152, -1.27022, 0.22961], [-2.62383, -0.91702, -1.13197], [-2.51229, 0.05641, 0.33439], [0.20654, -1.20365, -1.30587], [1.22210, -0.01671, -1.68655], [2.33045, -0.82468, 1.53758], [2.94051, -0.30291, 2.92975], [3.15465, -0.96189, 2.21029]], "lowdin_charge": [-0.43, -0.36, -0.44, -0.13, -0.01, 0.09, 0.04, 0.10, 0.07, 0.08, 0.04, 0.01, 0.07, 0.05, 0.02, -0.21], "total_charge": -1, "spin_multiplicity": 1, "orbital_gap_ev": 7.4, "homo_ev": -3.1645}



Question: which arrangement is favored energetically? Ranking from most to least stable: model two, model one, model three.



Model one:
{"formula": "C3H10NO2", "method": "ωB97M-V/def2-TZVPD", "species": ["C", "C", "C", "O", "N", "H", "H", "H", "H", "H", "H", "H", "H", "H", "H", "O"], "positions_angstrom": [[0.50612, -0.34702, -1.64490], [-0.26476, -1.03827, -0.49837], [-1.37727, -0.27069, 0.24619], [-0.90635, 0.27178, 1.40289], [1.57804, -1.30934, -2.05224], [0.97526, 0.58672, -1.33817], [-0.23564, -0.17064, -2.42789], [-0.53513, -2.07291, -0.74514], [0.50124, -1.25620, 0.26318], [-2.24773, -0.98421, 0.27540], [-1.79076, 0.47827, -0.47156], [2.36216, -1.16694, -1.43661], [1.86434, -1.11110, -3.00400], [0.96327, 2.43329, 1.99051], [-0.27085, 1.57051, 1.88109], [0.11292, 2.34330, 2.44956]], "lowdin_charge": [-0.29, -0.24, -0.48, -0.32, -0.04, 0.10, 0.10, 0.09, 0.09, 0.08, 0.08, 0.05, 0.04, -0.02, -0.04, -0.19], "total_charge": -1, "spin_multiplicity": 1, "orbital_gap_ev": 7.0, "homo_ev": -3.0824}



Model two:
{"formula": "C3H10NO2", "method": "ωB97M-V/def2-TZVPD", "species": ["C", "N", "C", "O", "C", "H", "H", "H", "H", "H", "H", "H", "H", "H", "H", "O"], "positions_angstrom": [[-0.59744, 0.63025, 0.79177], [0.85646, 0.36127, 0.86975], [1.08114, -1.18795, 0.92872], [0.92471, -1.80355, -0.27046], [-0.74480, 1.76886, -0.25587], [-0.73145, 0.77739, 2.00799], [-1.17734, -0.30861, 0.47707], [1.29439, 0.47054, -0.07095], [1.99063, -1.29090, 1.26986], [0.26361, -1.62226, 1.52511], [0.07822, 2.37729, -0.15175], [-0.65391, 1.24215, -1.18487], [-1.51817, 2.47406, -0.23155], [-0.65213, -1.68897, -2.52472], [0.11281, -1.32841, -1.17614], [-0.52671, -0.87116, -2.00396]], "lowdin_charge": [-0.32, -0.11, -0.41, -0.28, -0.11, 0.13, 0.10, 0.09, 0.03, 0.09, 0.02, 0.04, 0.03, -0.02, -0.03, -0.27], "total_charge": -1, "spin_multiplicity": 1, "orbital_gap_ev": 7.9, "homo_ev": -3.5385}



Question: which arrangement is favored energetically? Ranking from most to least stable: model one, model two.